Record 1
Formula: C27H22F2N5O4RhSSe
Source: OMol25
Level of theory: ωB97M-V/def2-TZVPD

- Gap between HOMO and LUMO (alpha / beta): 5.270 / 5.871 eV
- Lowest unoccupied orbital energy (alpha / beta): 0.3 / -2.2 eV
- <S²>: 6.06
- Charge: 0
- Maximum force: 0.61 eV/Å
- Electronic energy: -128621.1298 eV
- Multiplicity: 5

Atoms and positions in Å:
Rh 0.211797 -0.438021 -0.125461
F -2.206249 -0.566935 4.623118
C -1.051351 -0.655023 3.918545
C -1.076357 -0.451959 2.554765
C 0.108625 -0.570911 1.841188
C 1.324361 -0.875611 2.497362
C 1.272998 -1.058329 3.883757
F 2.410130 -1.350171 4.556269
C 0.110441 -0.959318 4.611313
C 2.462469 -0.926447 1.638773
C 3.801460 -1.165531 1.959245
C 4.789282 -1.028140 1.016546
C 4.433492 -0.562089 -0.303668
C 3.137852 -0.370781 -0.605060
N 2.112357 -0.623651 0.284466
H -2.008516 -0.215309 2.057228
H 0.107570 -1.102879 5.682031
H 4.043878 -1.442493 2.974168
H 5.822287 -1.216733 1.269973
H 5.190783 -0.346486 -1.043875
H 2.828105 0.016508 -1.562575
C 1.987851 -0.813728 -3.862506
C 0.559595 -0.517714 -3.571580
N -0.027016 -0.372787 -2.395689
C -1.364800 -0.188578 -2.650330
C -1.590890 -0.206006 -3.995857
N -0.360629 -0.407427 -4.552659
C -2.769053 -0.088520 -4.891575
O -3.946210 0.055985 -4.321749
O -2.601311 -0.129289 -6.088608
C -2.321248 -0.133688 -1.526529
O -3.541099 -0.129391 -1.747056
O -1.818472 -0.170468 -0.349867
H 2.391431 -1.490625 -3.113313
H 2.589659 0.095812 -3.867549
H 2.078162 -1.286670 -4.839412
H -0.221497 -0.484803 -5.549584
H -3.871703 0.039361 -3.326157
Se 0.607785 2.366611 -0.224620
C 0.318240 4.219623 -0.259326
C 1.174131 5.035452 -1.008227
C 0.971958 6.403451 -1.044404
C -0.078533 6.970406 -0.331881
C -0.930854 6.168036 0.418538
C -0.737391 4.799074 0.455318
H 1.992180 4.580014 -1.550246
H 1.634393 7.031216 -1.625348
H -0.232883 8.041028 -0.360664
H -1.746915 6.612502 0.972382
H -1.394385 4.161256 1.031484
C -0.449416 -4.110856 2.656534
N -1.603499 -3.572669 1.954197
C -2.872944 -3.449174 2.478565
C -3.648170 -2.905514 1.516649
N -2.837802 -2.722858 0.420124
C -1.579319 -3.119217 0.685688
S -0.200990 -3.049511 -0.331462
H -0.637741 -4.048885 3.725266
H 0.421487 -3.508747 2.405335
H -0.270465 -5.144519 2.365361
H -3.099206 -3.734415 3.488919
H -4.682759 -2.618965 1.518559
H -3.115090 -2.264485 -0.434837

Atomic forces in eV per Å
-0.096 -0.598 -0.083
-0.002 0.004 -0.006
0.007 -0.004 0.058
-0.057 0.015 -0.123
-0.209 -0.060 0.279
0.071 0.031 -0.137
0.004 -0.006 -0.025
-0.014 -0.005 0.006
-0.028 -0.011 -0.020
0.140 0.031 -0.130
-0.162 0.008 -0.006
0.043 0.028 -0.154
0.181 -0.083 0.155
-0.228 -0.013 0.129
0.281 0.153 0.059
-0.007 0.002 0.022
0.014 0.001 0.012
0.026 0.006 -0.005
0.005 0.001 0.000
0.017 0.002 0.005
-0.023 0.023 -0.031
0.004 0.007 0.043
-0.054 -0.034 0.015
0.229 0.051 -0.115
0.042 0.011 0.068
0.025 -0.010 0.010
0.007 -0.014 -0.047
-0.126 0.035 -0.096
0.073 0.037 -0.238
0.010 -0.012 0.094
-0.160 0.025 0.358
0.059 0.002 -0.056
-0.129 0.143 -0.218
-0.001 -0.004 0.011
-0.002 0.011 0.016
-0.004 0.014 -0.004
0.000 0.009 0.008
0.009 -0.105 0.210
0.276 0.256 -0.188
-0.136 0.146 0.083
0.031 -0.052 0.024
-0.026 0.019 0.002
0.002 -0.028 0.002
0.027 0.022 -0.017
-0.011 -0.099 -0.017
0.008 0.021 -0.004
0.004 0.002 -0.005
0.000 0.005 0.000
-0.004 0.000 0.004
-0.014 0.011 0.003
0.043 0.126 0.003
0.064 -0.172 0.028
-0.035 0.056 -0.055
0.035 -0.002 0.031
-0.074 -0.037 -0.044
0.252 0.006 -0.003
-0.370 0.042 0.034
-0.013 -0.002 -0.006
-0.010 -0.023 0.012
-0.015 -0.003 -0.016
-0.016 -0.008 0.020
-0.021 -0.010 0.003
0.056 0.034 0.038

Here are the Löwdin charges for atoms 1 to 4, given in e: 0.92, 0.04, -0.29, -0.05

=====

Record 2
Formula: C43H50BGe2N4O2STi
Source: OMol25
Level of theory: ωB97M-V/def2-TZVPD

- Gap between HOMO and LUMO (alpha / beta): 6.194 / 5.902 eV
- Lowest unoccupied orbital energy (alpha / beta): -0.2 / -0.2 eV
- <S²>: 0.76
- Charge: 0
- Maximum force: 1.39 eV/Å
- Electronic energy: -203119.5757 eV
- ΔE to the lowest compared entry with this formula, charge and spin: 35.5 kcal/mol
- Multiplicity: 2

Atoms and positions in Å:
Ti 0.402459 -1.469387 -0.253381
C 1.193691 -3.183552 1.094000
C 0.740427 -3.612906 -0.238853
C -0.658771 -3.684611 -0.229278
C -1.095667 -3.381440 1.092321
C -0.020456 -3.146216 1.905463
H 2.120179 -3.639565 1.445033
H 1.374979 -3.963261 -1.041031
H -1.287069 -4.036108 -1.029045
H -2.127965 -3.340942 1.399814
H -0.039093 -2.841698 2.940588
N 1.812906 -1.305309 -1.987424
C 2.002556 0.034909 -2.469306
C 2.363217 0.356478 -3.744831
C 2.549034 1.717220 -4.087069
C 2.410289 2.700683 -3.152241
C 2.019689 2.390946 -1.825812
C 1.854072 3.342427 -0.791091
C 1.438772 2.925284 0.438849
C 1.116058 1.567361 0.629863
N 1.258883 0.655818 -0.304539
C 1.764841 1.053620 -1.507065
H 1.584139 -1.972419 -2.736931
H 2.668666 -1.590742 -1.505554
H 2.514284 -0.429043 -4.473862
H 2.829827 1.977501 -5.098500
H 2.589658 3.735037 -3.418103
H 2.054517 4.388689 -0.985181
H 1.298982 3.625501 1.248410
H 0.718211 1.221424 1.575774
C -1.776678 -5.337065 -5.708879
N -2.241451 -4.409654 -4.703241
C -3.555813 -4.197001 -4.331716
C -3.549398 -3.258988 -3.362201
N -2.230184 -2.919973 -3.152917
C -1.419338 -3.615551 -3.975931
S 0.259549 -3.571448 -4.118280
H -2.629068 -5.908226 -6.068097
H -1.033188 -6.006683 -5.279507
H -1.314883 -4.796535 -6.534300
H -4.370693 -4.729662 -4.786368
H -4.345199 -2.803840 -2.807059
H -1.914725 -2.164425 -2.558146
C -5.382394 0.429554 1.343596
Ge -3.953646 -0.906742 1.144958
C -3.370415 -1.386619 2.976201
C -4.786458 -2.495161 0.314949
Ge -2.013625 -0.138692 -0.120360
C -1.971902 1.779423 0.430006
C -1.887923 2.111488 1.783951
C -1.794029 3.427803 2.205679
C -1.787015 4.457339 1.271287
C -1.877462 4.149777 -0.078038
C -1.968194 2.825629 -0.489405
C -2.675292 0.034472 -2.006308
C -4.023222 0.069862 -2.371240
C -4.416941 0.135796 -3.700042
C -3.462181 0.164653 -4.706656
C -2.114057 0.148856 -4.373753
C -1.737967 0.092097 -3.040249
H -6.117075 0.108662 2.083246
H -5.893077 0.598733 0.394854
H -4.949748 1.375858 1.667781
H -3.742522 -2.369240 3.270663
H -3.752350 -0.656470 3.690621
H -2.281959 -1.395343 3.038219
H -5.478255 -2.977734 1.006243
H -4.032228 -3.224831 0.016988
H -5.345799 -2.193358 -0.569827
H -1.896412 1.315528 2.525267
H -1.737041 3.658316 3.263178
H -1.721603 5.487482 1.598719
H -1.882963 4.943722 -0.815886
H -2.051377 2.608554 -1.549365
H -4.778830 0.051253 -1.592697
H -5.469284 0.159320 -3.957361
H -3.766584 0.205788 -5.744918
H -1.360871 0.175186 -5.152021
H -0.676340 0.076778 -2.794565
C 4.165533 3.885003 4.087491
C 4.717564 2.559404 4.634591
C 4.060028 2.269718 5.988767
C 6.224694 2.708406 4.870871
C 4.412825 1.456188 3.620817
C 5.295852 1.168269 2.580669
C 5.016537 0.222100 1.590338
C 3.813579 -0.439213 1.668724
O 3.279842 -1.367660 0.822585
B 1.920413 -1.567167 1.293949
O 1.793160 -0.915356 2.552563
C 2.929483 -0.167677 2.699617
C 3.192803 0.763422 3.675492
H 4.367997 4.699956 4.787261
H 3.086024 3.824125 3.937516
H 4.625466 4.132377 3.129660
H 4.359912 3.031405 6.710297
H 4.365220 1.294817 6.372375
H 2.971941 2.291385 5.929634
H 6.396847 3.439655 5.662397
H 6.747832 3.064636 3.983705
H 6.670170 1.760691 5.176967
H 6.237104 1.695601 2.517297
H 5.719596 0.026272 0.792094
H 2.456374 0.939250 4.446228

Atomic forces in eV per Å
-0.891 -0.696 0.817
0.215 -0.313 -0.369
0.243 -0.274 -0.119
-0.028 0.176 -0.191
-0.236 0.101 -0.222
0.045 0.378 0.070
0.006 0.172 0.210
0.037 -0.022 0.060
0.016 -0.065 -0.047
-0.063 0.032 0.054
-0.064 -0.006 -0.011
0.003 -0.097 -0.253
-0.155 0.067 0.074
-0.010 0.061 0.157
0.005 -0.052 -0.029
0.015 0.132 0.017
0.038 0.148 -0.058
0.010 -0.033 0.012
0.010 0.028 -0.096
0.040 -0.003 0.102
-0.064 0.074 0.176
-0.037 -0.432 -0.144
0.047 0.176 0.177
-0.081 -0.147 -0.027
0.011 0.015 -0.045
0.004 -0.033 -0.020
-0.007 0.010 0.015
0.007 0.009 -0.024
-0.027 -0.024 0.061
-0.010 0.044 -0.038
0.030 -0.051 -0.058
0.048 -0.003 0.051
-0.172 0.109 0.153
0.012 -0.130 -0.121
-0.074 -0.069 -0.021
0.107 -0.022 -0.066
0.138 0.123 0.023
0.009 -0.005 -0.015
-0.012 0.003 -0.008
-0.001 -0.015 0.001
-0.001 -0.013 -0.003
-0.069 0.032 0.030
0.005 -0.129 0.002
0.049 0.041 -0.047
0.032 -0.071 0.030
-0.023 0.018 -0.047
0.091 0.009 0.071
0.180 0.116 -0.138
-0.071 -0.093 -0.052
0.005 -0.135 0.016
-0.015 0.121 0.042
0.018 -0.003 0.040
0.013 0.044 -0.012
-0.036 0.023 -0.059
-0.018 0.054 0.093
-0.026 -0.001 0.146
-0.033 -0.013 -0.039
0.105 0.020 -0.051
-0.092 0.081 -0.147
0.151 0.093 0.084
-0.013 -0.030 0.003
-0.028 0.020 0.014
-0.018 0.048 0.015
-0.002 -0.014 -0.008
0.008 0.026 0.008
0.009 -0.021 0.043
-0.019 -0.006 0.023
-0.012 -0.036 -0.039
-0.034 -0.007 -0.073
0.020 0.029 0.038
0.002 -0.013 0.005
-0.001 0.009 -0.017
0.001 0.008 0.002
0.021 0.004 -0.008
-0.034 0.004 -0.053
-0.010 0.003 0.025
0.002 -0.005 -0.003
0.015 -0.006 0.008
-0.034 0.015 -0.055
0.019 0.011 0.056
-0.002 0.016 -0.005
0.015 0.015 -0.030
-0.036 0.020 -0.006
-0.045 -0.067 -0.051
-0.024 0.015 0.017
-0.038 -0.020 0.032
0.216 0.091 -0.003
-0.196 -0.202 0.032
0.875 0.736 -0.206
-0.135 -0.145 -0.060
-0.047 0.006 0.122
0.081 -0.039 -0.067
-0.007 0.006 -0.005
-0.018 -0.016 0.003
0.019 -0.009 -0.020
-0.003 0.004 0.012
-0.005 -0.007 0.012
-0.006 0.000 0.014
0.014 0.007 0.006
0.008 -0.002 -0.007
0.011 -0.007 0.002
0.002 -0.001 0.007
-0.007 -0.019 -0.018
0.010 0.020 0.025

Here are the Löwdin charges for atoms 1 to 4, given in e: 0.64, -0.22, -0.21, -0.16